# 1
Density functional theory data (ωB97M-V/def2-TZVPD) for a structure of composition C39H48N5OV.

Values from the calculation:
Multiplicity   4
Total charge   -1
Orbital gap (spin up / spin down)   4.4 / 6.0 eV

Element x y z (Å)
V 0.305 -0.558 0.400
C 0.025 -0.994 -4.089
C -0.569 -0.924 -2.700
N 0.420 -0.883 -1.624
C 1.707 -1.309 -1.929
C 2.229 -1.446 -3.220
C 1.307 -1.244 -4.325
C 3.575 -1.768 -3.425
C 4.420 -1.965 -2.353
C 3.911 -1.876 -1.054
C 2.575 -1.585 -0.835
N 1.952 -1.466 0.403
C 2.416 -1.959 1.620
C 3.285 -3.026 1.839
C 3.585 -3.405 3.148
C 3.040 -2.743 4.235
C 2.140 -1.677 4.048
C 1.537 -0.920 5.097
C 0.661 0.116 4.753
C 0.356 0.375 3.438
N 0.886 -0.340 2.407
C 1.813 -1.314 2.724
H -0.673 -0.885 -4.914
H -1.133 -1.862 -2.612
H 1.681 -1.316 -5.342
H 3.943 -1.849 -4.442
H 5.467 -2.191 -2.509
H 4.560 -2.033 -0.204
H 3.714 -3.559 1.002
H 4.261 -4.237 3.313
H 3.295 -3.044 5.245
H 1.763 -1.148 6.130
H 0.200 0.723 5.524
H -0.341 1.159 3.166
C -1.715 0.156 -2.603
C -1.463 1.561 -2.031
C -2.324 1.746 -0.989
C -3.235 0.588 -0.932
C -2.902 -0.342 -1.823
C -3.603 -1.668 -2.052
C -5.008 -1.620 -1.440
C -3.762 -1.926 -3.557
C -2.827 -2.845 -1.397
C -2.469 2.816 0.113
C -3.332 2.269 1.267
C -3.175 4.101 -0.346
C -1.106 3.108 0.746
C -0.503 2.513 -2.761
C 0.960 2.317 -2.322
C -0.602 2.270 -4.278
C -0.874 3.995 -2.627
H -2.082 0.293 -3.629
H -4.066 0.517 -0.253
H -5.593 -0.797 -1.851
H -4.965 -1.502 -0.356
H -5.530 -2.557 -1.649
H -4.329 -1.121 -4.030
H -4.297 -2.864 -3.721
H -2.798 -2.002 -4.058
H -2.008 -2.492 -0.771
H -2.407 -3.517 -2.146
H -3.494 -3.436 -0.768
H -4.378 2.160 0.982
H -3.291 2.978 2.098
H -2.963 1.309 1.620
H -4.085 3.855 -0.897
H -2.562 4.736 -0.975
H -3.465 4.686 0.531
H -0.648 2.179 1.095
H -1.223 3.772 1.607
H -0.414 3.571 0.056
H 1.419 1.460 -2.811
H 1.051 2.145 -1.249
H 1.546 3.204 -2.580
H -0.257 1.284 -4.562
H 0.029 2.996 -4.798
H -1.629 2.404 -4.629
H -0.718 4.404 -1.636
H -1.912 4.161 -2.915
H -0.241 4.567 -3.309
N 2.527 3.817 2.237
C 3.099 2.808 2.980
C 3.242 1.763 2.121
N 2.762 2.097 0.877
C 2.342 3.326 0.984
H 2.228 4.715 2.575
H 3.314 2.914 4.026
H 3.623 0.778 2.326
H 1.910 3.913 0.193
C -2.218 -1.284 1.842
O -1.366 -0.670 0.931
H -2.394 -0.628 2.702
H -1.785 -2.219 2.216
H -3.179 -1.506 1.362

Atomic forces in eV per Å
V 0.02 0.97 0.25
C -0.07 0.20 -0.02
C 0.00 0.07 0.01
N 0.44 0.05 -0.06
C -0.05 -0.01 0.07
C -0.02 -0.06 -0.04
C 0.01 0.06 0.01
C 0.01 0.01 0.03
C -0.02 0.02 0.01
C 0.06 -0.07 -0.07
C -0.11 -0.18 0.06
N 0.79 -0.56 -0.01
C -0.04 0.17 -0.13
C 0.14 0.02 0.05
C -0.01 0.00 -0.04
C 0.04 0.00 0.03
C 0.02 0.10 0.02
C -0.01 -0.01 0.00
C 0.01 0.02 0.04
C -0.07 0.00 0.00
N 0.14 -0.02 -0.34
C 0.04 -0.08 -0.08
H 0.00 0.01 0.00
H 0.07 0.04 -0.02
H 0.00 -0.02 0.00
H 0.00 0.00 -0.02
H 0.00 -0.01 0.00
H 0.02 0.03 -0.03
H -0.02 -0.03 0.03
H 0.00 0.00 0.00
H 0.00 0.00 0.00
H 0.01 -0.01 0.01
H -0.01 0.00 0.00
H -0.03 0.01 0.01
C -0.14 0.09 -0.10
C 0.06 -0.12 0.06
C -0.02 0.00 -0.01
C 0.03 0.02 -0.09
C -0.07 -0.02 -0.03
C -0.02 0.03 0.00
C 0.03 -0.02 0.00
C -0.04 0.02 0.02
C 0.01 -0.02 0.06
C -0.01 -0.05 -0.03
C 0.00 0.03 0.00
C -0.01 0.02 0.02
C 0.01 0.00 0.01
C -0.03 -0.04 0.03
C -0.01 -0.01 0.06
C 0.06 0.02 -0.02
C 0.02 0.01 0.04
H 0.06 -0.02 -0.03
H -0.03 -0.02 0.06
H -0.02 0.03 -0.02
H 0.01 0.00 0.03
H -0.01 -0.01 0.00
H -0.02 0.02 -0.01
H -0.02 -0.02 0.00
H 0.07 0.00 -0.02
H -0.03 0.00 0.04
H 0.02 -0.02 -0.02
H -0.03 -0.04 0.02
H -0.04 0.00 -0.01
H 0.00 0.00 0.00
H 0.05 -0.08 0.01
H -0.03 -0.01 -0.01
H -0.02 -0.01 0.00
H 0.00 0.02 0.02
H -0.01 0.03 0.02
H 0.01 0.03 0.00
H 0.13 0.04 -0.14
H -0.01 -0.12 0.00
H -0.02 0.05 -0.01
H 0.04 0.00 -0.05
H 0.03 -0.14 -0.01
H 0.01 0.00 0.00
H -0.01 0.00 0.00
H 0.03 -0.01 0.11
H -0.03 0.00 0.01
H 0.01 0.02 0.01
N -0.07 0.03 0.07
C 0.00 0.02 -0.02
C -0.03 -0.09 0.02
N 0.03 0.00 -0.14
C 0.04 0.09 0.03
H 0.04 -0.07 -0.03
H 0.03 0.00 0.08
H 0.03 -0.06 0.03
H -0.06 0.07 -0.09
C 0.12 -0.03 -0.04
O -1.36 -0.29 0.20
H -0.04 -0.06 0.02
H -0.07 0.00 0.02
H -0.04 -0.02 0.05

The Mulliken scheme yields these atomic charges, measured in e: V 0.628; C -0.657; C 0.552; N 0.616; C -1.098; C 1.387; C -1.336; C -0.723; C -1.082; C -0.636; C 0.094; N 0.480; C -0.198; C -0.887; C -0.823; C -0.921; C 1.041; C -1.331; C -0.756; C -0.484; N 0.917; C 0.024; H 0.337; H 0.264; H 0.331; H 0.377; H 0.356; H 0.661; H 0.685; H 0.361; H 0.368; H 0.354; H 0.429; H 0.299; C 0.079; C -0.090; C 0.560; C -1.561; C -1.536; C 2.806; C -2.033; C -1.930; C -1.519; C 2.782; C -2.353; C -1.904; C -1.154; C 3.320; C -1.944; C -1.925; C -2.163; H 1.135; H 0.497; H 0.339; H 0.357; H 0.494; H 0.361; H 0.465; H 0.289; H -0.016; H 0.367; H 0.378; H 0.402; H 0.550; H 0.252; H 0.326; H 0.268; H 0.489; H -0.098; H 0.793; H -0.435; H 0.193; H -0.040; H 0.585; H 0.275; H 0.507; H 0.354; H 0.259; H 0.347; H 0.552; N -0.046; C -0.561; C -0.487; N -0.201; C -0.522; H 0.219; H 0.462; H 0.502; H 0.593; C -0.895; O -0.023; H 0.287; H 0.259; H 0.099

***

# 2
Density functional theory data (ωB97M-V/def2-TZVPD) for a structure of composition C4H9N2OS.

Values from the calculation:
Total charge   +1
Orbital gap (spin up / spin down)   8.2 / 8.2 eV

Element x y z (Å)
C 0.938 0.746 -0.152
C -1.123 -0.536 0.056
C 2.421 0.523 -0.434
C -1.639 -1.911 0.388
N 0.438 1.964 0.112
N 0.192 -0.368 0.084
O -0.677 2.020 0.777
S -2.046 0.804 -0.543
H 2.878 1.484 -0.470
H 2.421 0.160 -1.502
H 2.904 -0.301 0.216
H -1.963 -2.537 -0.560
H -2.341 -1.806 1.246
H -0.820 -2.440 0.710
H 0.774 2.791 -0.157
H 0.876 -1.049 0.319
H -3.232 0.456 -0.091

Atomic forces in eV per Å
C 1.31 2.34 0.34
C -1.45 0.29 -0.78
C -1.42 -1.66 -1.53
C -1.91 0.66 -1.59
N -2.95 -6.23 2.40
N 0.43 1.49 -0.11
O 1.32 1.10 0.03
S 0.87 -1.27 -0.33
H 0.90 0.41 0.49
H 0.49 0.08 1.00
H -0.69 1.70 -0.77
H -0.08 1.66 1.97
H 0.02 -0.53 -0.99
H 1.94 -1.40 1.17
H 2.36 3.99 -1.56
H -0.41 -1.78 0.20
H -0.72 -0.84 0.08

The Mulliken scheme yields these atomic charges, measured in e: C 0.441; C 0.765; C -1.244; C -1.072; N 0.196; N -0.155; O -0.506; S -0.066; H 0.354; H 0.339; H 0.366; H 0.302; H 0.370; H 0.318; H 0.148; H 0.236; H 0.207

***

# 3
Density functional theory data (ωB97M-V/def2-TZVPD) for the molecule C5H12O.

Values from the calculation:
SMILES   COCC(C)C
Orbital gap   11.0 eV

Element x y z (Å)
C -0.914 -2.622 0.214
O -0.538 -1.446 -0.457
C -0.461 -0.328 0.399
C 0.023 0.883 -0.393
C 1.400 0.653 -0.987
C -0.030 2.132 0.460
H -0.190 -2.896 0.998
H -0.951 -3.424 -0.527
H -1.908 -2.528 0.682
H -1.451 -0.121 0.843
H 0.238 -0.531 1.232
H -0.625 0.997 -1.268
H 1.428 -0.274 -1.577
H 1.720 1.491 -1.621
H 2.153 0.701 -0.038
H -1.025 2.306 0.898
H 0.881 1.984 1.253
H 0.271 3.029 -0.093

Atomic forces in eV per Å
C -0.07 -0.23 0.08
O 0.02 0.02 0.00
C 0.04 0.22 0.05
C -0.41 -0.16 -0.81
C 1.70 0.46 2.17
C 2.31 -0.20 1.47
H -0.08 0.09 -0.12
H 0.01 0.12 0.12
H 0.15 0.04 -0.08
H 0.14 -0.03 -0.08
H -0.07 0.02 -0.12
H -0.43 0.00 0.17
H 0.31 0.24 0.53
H -0.22 -0.16 0.06
H -1.29 -0.67 -2.33
H 0.58 -0.11 0.22
H -2.51 0.55 -1.25
H -0.17 -0.19 -0.08

The Mulliken scheme yields these atomic charges, measured in e: C -0.727; O -0.289; C -0.699; C 0.635; C -1.275; C -1.358; H 0.308; H 0.245; H 0.284; H 0.380; H 0.345; H 0.232; H 0.321; H 0.351; H 0.257; H 0.367; H 0.252; H 0.372